Record 1
ORCA calculation (wB97M-V/def2-TZVPD) on a 2-piece molecular cluster, C4H7NO overall.

Computed properties:
**SMILES string**: CC=C=O.C=N
**LUMO energy**: 0.035 hartree
**Gap between HOMO and LUMO**: 0.3423 Ha
**Energy**: -286.5412 hartree

The geometry in XYZ format:
```
13
C4H7NO wB97M-V/def2-TZVPD
C -0.2006 0.9650 2.2112
C -0.0748 0.0962 0.9831
C 1.1052 -0.2867 0.5393
O 2.1949 -0.5722 0.2215
H -0.5964 0.4007 3.0645
H 0.7700 1.3767 2.5047
H -0.8739 1.8099 2.0290
H -0.9434 -0.2951 0.4673
C -0.3466 -0.3190 -2.4843
N -0.0608 -1.2963 -1.7316
H -0.4152 0.6792 -2.0420
H -0.5379 -0.3881 -3.5613
H -0.0207 -2.1755 -2.2509
```

Atomic partial charges in e from the Mulliken method, atoms 1 to 6: number 1, C, carries -1.10; number 2, C, carries -0.25; number 3, C, carries 0.47; number 4, O, carries -0.41; number 5, H, carries 0.27; number 6, H, carries 0.33

***

Record 2
ORCA calculation (wB97M-V/def2-TZVPD) on a 2-piece molecular cluster, C12H17N overall at a distorted geometry.

Computed properties:
**SMILES string**: Cc1c[nH]c2ccccc12.CCC
**LUMO energy**: 0.034 hartree
**Gap between HOMO and LUMO**: 0.3237 Ha
**Energy**: -522.1327 hartree

The geometry in XYZ format:
```
30
C12H17N wB97M-V/def2-TZVPD
C 1.2317 3.1360 -0.5553
C 1.6548 1.7465 -0.5297
C 2.4867 1.0004 -1.4046
N 2.5567 -0.3783 -1.0335
C 1.9256 -0.4271 0.2300
C 1.7463 -1.5202 1.0537
C 1.0674 -1.5730 2.2294
C 0.5002 -0.2930 2.5127
C 0.5930 0.8956 1.7162
C 1.2882 0.8496 0.5307
H 1.4417 3.6933 0.3378
H 0.1298 3.1972 -0.7294
H 1.6486 3.7256 -1.4712
H 2.7505 1.3040 -2.3626
H 2.7532 -1.1219 -1.5644
H 2.1144 -2.4370 0.6634
H 0.8416 -2.4903 2.6897
H -0.1859 -0.2229 3.3823
H 0.1999 1.8202 2.0982
C -1.8752 -2.0862 -0.8343
C -2.7117 -1.0361 -0.1491
C -2.7719 0.1365 -1.0343
H -0.8734 -1.7635 -0.9533
H -2.1406 -2.4974 -1.8120
H -1.7751 -2.9889 -0.1273
H -3.7558 -1.4294 0.0538
H -2.2562 -0.5975 0.9002
H -1.8357 0.2560 -1.5482
H -3.7368 0.0409 -1.6140
H -3.0121 1.0612 -0.6747
```

Atomic partial charges in e from the Mulliken method, atoms 1 to 6: number 1, C, carries -1.17; number 2, C, carries 0.44; number 3, C, carries -0.90; number 4, N, carries -0.10; number 5, C, carries -0.39; number 6, C, carries -0.25

***

Record 3
ORCA calculation (wB97M-V/def2-TZVPD) on a 4-piece molecular cluster, C25H23BrIN3O3 overall at a distorted geometry.

Computed properties:
**SMILES string**: C[C@H](Br)Cc1cccc2c1C(=O)c1c(CC(=O)I)cccc1C2=O.CC#N.CC#N.CC#N
**LUMO energy**: -0.027 hartree
**Gap between HOMO and LUMO**: 0.3187 Ha
**Energy**: -4228.1479 hartree

The geometry in XYZ format:
```
56
C25H23BrIN3O3 wB97M-V/def2-TZVPD
C 1.0932 -0.5730 1.2416
C 2.2011 0.0303 0.4032
Br 2.0901 1.9741 0.3472
C 2.2804 -0.6679 -0.9867
C 2.5912 0.2036 -2.1735
C 3.9222 0.3630 -2.5611
C 4.2628 1.1914 -3.6232
C 3.2880 1.8549 -4.3519
C 1.9564 1.6645 -4.0099
C 1.6049 0.8498 -2.9256
C 0.1575 0.6878 -2.6301
O -0.2924 0.5230 -1.5222
C -0.7588 0.7501 -3.8154
C -1.9408 0.0068 -3.8698
C -2.3883 -0.9345 -2.7857
C -3.6088 -0.4360 -2.0552
O -4.5136 0.1055 -2.5659
I -3.7078 -0.8084 0.0719
C -2.7403 0.1393 -5.0071
C -2.3860 0.9906 -6.0480
C -1.2071 1.7180 -5.9930
C -0.3964 1.5874 -4.8758
C 0.8943 2.3174 -4.8208
O 1.0855 3.3369 -5.4275
H 1.2674 -0.4212 2.3009
H 0.1066 -0.2475 0.9265
H 1.1329 -1.6524 1.0779
H 3.1294 -0.1730 0.9217
H 1.3885 -1.2559 -1.1773
H 3.0967 -1.3822 -0.8974
H 4.6981 -0.1393 -2.0030
H 5.3011 1.3280 -3.8862
H 3.5487 2.4985 -5.1765
H -1.6149 -1.2004 -2.0815
H -2.7137 -1.8631 -3.2613
H -3.6493 -0.4372 -5.0702
H -3.0531 1.0480 -6.8951
H -0.9236 2.3605 -6.8116
C 0.6507 0.5753 5.9491
C 1.6676 0.1242 5.0149
N 2.4752 -0.2328 4.2814
H -0.0988 1.1887 5.4508
H 0.1470 -0.2711 6.4136
H 1.0977 1.1716 6.7429
C 3.9861 -1.0928 8.3700
C 2.5867 -1.4829 8.4418
N 1.4834 -1.7938 8.4985
H 4.6202 -1.8460 8.8344
H 4.2988 -0.9763 7.3330
H 4.1502 -0.1470 8.8838
C -7.4103 -1.4464 3.0143
C -6.3117 -2.3898 2.8770
N -5.4422 -3.1295 2.7622
H -7.1122 -0.4567 2.6717
H -8.2677 -1.7651 2.4241
H -7.7234 -1.3672 4.0540
```

Atomic partial charges in e from the Mulliken method, atoms 1 to 6: number 1, C, carries -1.02; number 2, C, carries 0.10; number 3, Br, carries -0.18; number 4, C, carries -1.17; number 5, C, carries 0.65; number 6, C, carries -0.96

***

Record 4
ORCA calculation (wB97M-V/def2-TZVPD) on one molecule with the formula C7H5N at a distorted geometry.

Computed properties:
**SMILES string**: C#CC#CC#CCN
**LUMO energy**: -0.001 hartree
**Gap between HOMO and LUMO**: 0.3156 Ha
**Energy**: -324.2019 hartree

The geometry in XYZ format:
```
13
C7H5N wB97M-V/def2-TZVPD
C 4.7094 -0.1502 0.1207
C 3.5758 -0.0197 0.0826
C 2.2523 0.2024 0.1122
C 1.0029 -0.0837 -0.1222
C -0.4068 -0.0716 -0.4057
C -1.6513 0.2828 -0.1122
C -3.1890 0.5042 0.1328
N -3.9881 -0.6253 0.0295
H 5.7092 -0.3118 -0.1863
H -3.0449 1.2817 1.0780
H -3.6950 1.3214 -0.6369
H -4.9783 -0.4666 0.0567
H -3.8342 -1.4329 0.6330
```

Atomic partial charges in e from the Mulliken method, atoms 1 to 6: number 1, C, carries 0.34; number 2, C, carries -0.94; number 3, C, carries 0.22; number 4, C, carries 0.22; number 5, C, carries -0.42; number 6, C, carries 0.14